Entry 1:
{"formula": "C29H33BF3N6O2", "method": "wB97M-V/def2-TZVPD", "elements": ["C", "C", "C", "C", "C", "C", "C", "O", "C", "F", "F", "F", "N", "N", "B", "C", "O", "C", "C", "C", "C", "H", "H", "H", "H", "H", "H", "H", "H", "H", "H", "H", "H", "H", "N", "C", "C", "C", "C", "H", "H", "H", "H", "H", "N", "C", "C", "C", "C", "H", "H", "H", "H", "H", "N", "C", "C", "C", "C", "H", "H", "H", "H", "H", "N", "C", "C", "C", "C", "H", "H", "H", "H", "H"], "positions_angstrom": [[1.165, 1.644, 0.798], [0.093, 0.885, 0.649], [-1.108, -0.154, 0.412], [-0.546, -1.529, -0.199], [-0.478, -1.705, -1.794], [0.079, -3.149, -2.252], [0.203, -3.338, -3.877], [1.530, -2.898, -4.292], [2.382, -4.007, -4.620], [2.150, -4.490, -5.973], [3.746, -3.515, -4.552], [2.289, -5.084, -3.649], [0.479, -4.196, -1.363], [0.390, -3.957, -0.050], [0.820, -5.146, 0.841], [2.374, -5.657, 0.591], [-0.045, -5.766, 1.810], [-0.039, -2.777, 0.680], [-0.068, -2.575, 2.273], [-1.480, -3.138, 2.863], [-2.683, -3.459, 3.327], [2.234, 2.094, 0.721], [-1.953, 0.332, -0.231], [-1.622, -0.399, 1.432], [-0.794, -0.882, -2.529], [-0.589, -2.614, -4.337], [-0.064, -4.410, -4.194], [2.568, -6.633, 1.203], [3.126, -4.829, 0.936], [2.571, -5.860, -0.542], [0.581, -6.271, 2.406], [-0.069, -1.440, 2.550], [0.841, -3.017, 2.836], [-3.845, -3.447, 3.383], [5.594, 2.730, 0.396], [5.616, 2.187, 1.654], [6.292, 0.992, 1.589], [6.698, 0.810, 0.243], [6.255, 1.899, -0.469], [5.159, 3.605, 0.146], [5.149, 2.696, 2.485], [6.476, 0.325, 2.418], [7.253, -0.025, -0.159], [6.353, 2.152, -1.515], [0.875, 3.230, -2.159], [1.900, 3.958, -2.701], [1.423, 4.597, -3.821], [0.058, 4.247, -3.956], [-0.254, 3.404, -2.914], [0.941, 2.655, -1.332], [2.880, 3.958, -2.246], [1.993, 5.246, -4.469], [-0.623, 4.575, -4.729], [-1.179, 2.913, -2.648], [-1.342, 6.323, -1.952], [-0.364, 7.280, -1.974], [-0.864, 8.412, -1.375], [-2.191, 8.125, -0.971], [-2.458, 6.827, -1.338], [-1.254, 5.389, -2.329], [0.601, 7.075, -2.414], [-0.332, 9.343, -1.241], [-2.875, 8.793, -0.468], [-3.344, 6.222, -1.216], [-5.946, -2.199, 5.259], [-6.929, -2.427, 4.332], [-7.858, -3.267, 4.897], [-7.423, -3.552, 6.215], [-6.242, -2.877, 6.411], [-5.131, -1.622, 5.115], [-6.882, -1.974, 3.352], [-8.753, -3.634, 4.415], [-7.920, -4.180, 6.940], [-5.588, -2.823, 7.269]], "lowdin_charge": [0.091, -0.080, -0.157, -0.020, 0.160, -0.049, -0.100, -0.006, -0.357, 0.083, 0.079, 0.060, 0.163, 0.018, -0.385, -0.017, 0.117, 0.011, -0.105, -0.083, 0.101, 0.079, 0.139, 0.122, 0.134, 0.153, 0.155, 0.089, 0.096, 0.085, 0.137, 0.127, 0.140, 0.068, -0.008, -0.155, -0.116, -0.112, -0.143, 0.141, 0.105, 0.091, 0.093, 0.107, 0.015, -0.126, -0.103, -0.122, -0.173, 0.076, 0.103, 0.102, 0.107, 0.106, 0.007, -0.140, -0.113, -0.117, -0.145, 0.088, 0.097, 0.091, 0.091, 0.101, -0.016, -0.158, -0.109, -0.106, -0.140, 0.136, 0.101, 0.094, 0.096, 0.107], "e_lumo_ha": -0.1999, "total_charge": 1}

=====

Entry 2:
{"formula": "C29H33CeCl3IN2O2Si2", "method": "wB97M-V/def2-TZVPD", "elements": ["Ce", "C", "Si", "C", "N", "C", "C", "C", "C", "C", "C", "C", "C", "C", "C", "C", "C", "C", "C", "C", "C", "C", "H", "H", "H", "H", "H", "H", "H", "H", "H", "H", "H", "H", "H", "H", "H", "H", "H", "H", "H", "H", "H", "H", "H", "H", "I", "C", "C", "C", "C", "C", "C", "C", "O", "O", "H", "H", "H", "H", "Cl", "Si", "Cl", "Cl", "C", "C", "C", "N", "H", "H", "H", "H", "H"], "positions_angstrom": [[13.701, 13.642, 9.236], [16.188, 13.446, 8.955], [16.696, 13.247, 10.702], [15.284, 13.518, 12.006], [13.935, 13.045, 11.728], [12.974, 13.748, 12.616], [12.906, 13.281, 14.090], [12.596, 11.774, 14.089], [13.464, 10.909, 13.181], [13.801, 11.550, 11.796], [17.523, 11.610, 11.132], [18.131, 11.517, 12.381], [18.882, 10.396, 12.682], [18.825, 9.304, 11.796], [18.229, 9.429, 10.549], [17.562, 10.600, 10.188], [17.915, 14.533, 11.344], [19.293, 14.301, 11.270], [20.181, 15.347, 11.514], [19.773, 16.489, 12.179], [18.373, 16.626, 12.454], [17.477, 15.784, 11.793], [16.819, 12.754, 8.276], [16.173, 14.463, 8.742], [15.179, 14.578, 12.226], [15.590, 12.909, 12.830], [11.997, 13.547, 12.115], [13.139, 14.836, 12.531], [12.145, 13.871, 14.630], [13.879, 13.436, 14.591], [11.597, 11.708, 13.651], [12.558, 11.456, 15.113], [12.925, 9.975, 12.898], [14.330, 10.588, 13.722], [13.074, 11.197, 11.069], [14.737, 11.137, 11.467], [17.934, 12.244, 13.104], [19.443, 10.289, 13.586], [19.251, 8.374, 12.186], [18.184, 8.605, 9.873], [16.967, 10.624, 9.255], [19.714, 13.350, 10.918], [21.271, 15.114, 11.435], [20.392, 17.328, 12.472], [18.010, 17.450, 13.026], [16.457, 16.142, 11.611], [14.346, 22.528, 7.739], [14.247, 20.541, 8.251], [13.248, 19.809, 7.588], [13.348, 18.404, 7.659], [14.229, 17.767, 8.582], [15.171, 18.535, 9.245], [15.242, 19.925, 9.011], [13.938, 16.373, 8.890], [14.468, 15.857, 9.940], [13.209, 15.651, 8.077], [12.317, 20.227, 7.192], [12.595, 17.734, 7.187], [15.883, 18.055, 9.929], [16.097, 20.493, 9.443], [13.478, 11.047, 7.100], [13.781, 13.102, 6.322], [15.241, 12.886, 4.810], [12.105, 13.435, 5.187], [8.517, 10.861, 9.244], [8.920, 12.324, 8.790], [10.263, 12.757, 9.001], [11.412, 12.954, 9.017], [7.423, 10.639, 9.297], [9.049, 10.564, 10.176], [8.909, 10.138, 8.479], [8.411, 13.096, 9.369], [8.559, 12.576, 7.720]], "lowdin_spin": [1.009, -0.005, -0.001, 0.000, -0.002, 0.000, 0.000, 0.000, 0.000, 0.000, 0.000, 0.000, 0.000, 0.000, 0.000, 0.000, 0.000, 0.000, 0.000, 0.000, 0.000, 0.000, 0.000, 0.000, 0.000, 0.000, 0.000, 0.000, 0.000, 0.000, 0.000, 0.000, 0.000, 0.000, 0.000, 0.000, 0.000, 0.000, 0.000, 0.000, 0.000, 0.000, 0.000, 0.000, 0.000, 0.000, 0.000, 0.000, 0.000, 0.000, 0.000, 0.000, 0.000, 0.000, -0.002, -0.003, 0.000, 0.000, 0.000, 0.000, 0.000, 0.000, 0.000, -0.001, 0.000, 0.001, 0.003, -0.001, 0.000, 0.000, 0.000, 0.000, 0.000], "e_lumo_ha": [-0.0116, -0.0114], "e_above_lowest_kcal_mol": 27.1, "spin_multiplicity": 2, "s_squared": 0.751}

=====

Entry 3:
{"formula": "C29H33F6INO3Ta", "method": "wB97M-V/def2-TZVPD", "elements": ["Ta", "C", "C", "C", "C", "C", "C", "C", "C", "C", "C", "C", "C", "H", "H", "H", "H", "H", "H", "H", "H", "H", "H", "H", "H", "H", "H", "H", "H", "H", "H", "N", "C", "C", "C", "O", "O", "H", "H", "H", "H", "H", "H", "I", "C", "C", "C", "C", "C", "C", "C", "C", "C", "C", "H", "H", "H", "H", "H", "H", "C", "C", "O", "C", "F", "F", "F", "C", "F", "F", "F", "H", "H", "H"], "positions_angstrom": [[0.166, 1.124, 0.337], [-3.077, -2.928, -1.711], [-2.866, -1.776, -0.781], [-3.020, -0.447, -1.205], [-3.414, -0.100, -2.618], [-2.863, 0.593, -0.290], [-3.260, 1.989, -0.689], [-2.490, 0.319, 1.068], [-2.847, 1.327, 2.141], [-2.285, -1.040, 1.466], [-1.837, -1.347, 2.870], [-2.542, -2.064, 0.573], [-2.500, -3.500, 1.018], [-4.099, -3.301, -1.601], [-2.393, -3.740, -1.478], [-2.926, -2.659, -2.750], [-2.625, 0.484, -3.102], [-4.328, 0.493, -2.629], [-3.594, -0.977, -3.227], [-4.348, 2.075, -0.607], [-3.000, 2.201, -1.724], [-2.819, 2.749, -0.051], [-2.590, 2.350, 1.880], [-2.397, 1.093, 3.101], [-3.931, 1.295, 2.282], [-2.690, -1.479, 3.541], [-1.216, -0.550, 3.271], [-1.257, -2.266, 2.895], [-1.541, -3.957, 0.753], [-3.284, -4.073, 0.530], [-2.646, -3.604, 2.089], [2.423, 0.603, -0.937], [2.570, -0.417, -2.018], [1.381, -0.315, -2.982], [0.225, -0.684, -2.115], [-0.243, -1.778, -1.973], [-0.099, 0.345, -1.319], [2.646, 1.513, -1.329], [3.123, 0.435, -0.220], [2.589, -1.409, -1.569], [3.499, -0.290, -2.578], [1.482, -1.005, -3.816], [1.279, 0.707, -3.349], [1.004, -1.784, 0.764], [2.031, -1.147, 2.514], [2.958, -1.993, 3.058], [3.559, -1.665, 4.283], [3.167, -0.532, 4.938], [2.196, 0.332, 4.382], [1.725, 1.443, 5.120], [0.718, 2.227, 4.629], [0.238, 2.017, 3.330], [0.713, 1.000, 2.508], [1.637, 0.071, 3.097], [3.221, -2.918, 2.561], [4.297, -2.329, 4.711], [3.571, -0.290, 5.912], [2.158, 1.642, 6.092], [0.313, 3.041, 5.215], [-0.517, 2.703, 2.970], [-1.048, 4.906, -0.804], [0.007, 4.157, -0.005], [-0.371, 2.879, 0.451], [0.464, 4.971, 1.241], [1.350, 4.256, 1.954], [-0.585, 5.197, 2.032], [1.026, 6.119, 0.910], [1.225, 3.885, -0.916], [1.761, 4.913, -1.506], [2.189, 3.210, -0.226], [0.836, 2.982, -1.864], [-1.902, 5.145, -0.173], [-1.372, 4.293, -1.643], [-0.621, 5.835, -1.178]], "lowdin_charge": [1.906, -0.020, -0.143, -0.187, -0.009, -0.216, -0.027, -0.241, -0.034, -0.237, -0.052, -0.202, -0.027, 0.120, 0.089, 0.077, 0.093, 0.100, 0.074, 0.122, 0.083, 0.048, 0.064, 0.071, 0.120, 0.117, 0.057, 0.066, 0.087, 0.092, 0.085, -0.047, -0.203, -0.054, -0.611, 0.082, -0.303, 0.079, 0.101, 0.074, 0.140, 0.147, 0.130, 1.426, -0.537, -0.116, -0.038, 0.006, -0.146, 0.030, -0.030, -0.130, -0.261, -0.263, 0.107, 0.124, 0.131, 0.135, 0.126, 0.079, 0.057, -0.338, -0.249, -0.571, 0.162, 0.189, 0.221, -0.552, 0.255, 0.111, 0.118, 0.115, 0.104, 0.121], "e_lumo_ha": -0.2870, "e_above_lowest_kcal_mol": 41.2, "total_charge": 2}